No. 1
Molecular formula: H32O16
Method: DFT, ωB97M-V with the def2-TZVPD basis set

Last column: natural (NBO) charge in e.
Atoms and positions in Å:
O: 2.903 0.318 1.416  -0.994
H: 3.434 1.063 1.737  0.480
H: 2.815 0.370 0.455  0.529
O: 0.254 0.213 -0.298  -0.980
H: 0.210 0.491 0.639  0.469
H: -0.655 0.194 -0.567  0.504
O: 1.752 -2.058 1.921  -0.976
H: 2.311 -1.304 1.728  0.501
H: 2.374 -2.711 2.262  0.473
O: 1.272 2.632 1.722  -0.967
H: 1.658 1.796 1.612  0.488
H: 1.947 3.213 1.382  0.476
O: 2.844 1.738 -1.144  -0.959
H: 1.895 1.651 -1.167  0.508
H: 3.049 2.584 -0.747  0.462
O: -2.660 0.195 -0.072  -0.998
H: -2.657 -0.088 0.850  0.496
H: -2.487 1.131 0.037  0.496
O: -1.314 2.665 0.692  -0.981
H: -1.586 3.598 0.565  0.495
H: -0.541 2.700 1.270  0.511
O: -0.035 0.276 3.613  -0.948
H: -0.684 1.021 3.642  0.472
H: 0.766 0.652 3.979  0.492
O: -0.520 -2.588 0.408  -0.996
H: 0.330 -2.611 0.852  0.502
H: -1.143 -3.160 0.864  0.488
O: -0.270 -2.708 -2.491  -0.976
H: 0.576 -3.111 -2.426  0.474
H: -0.414 -2.505 -1.581  0.496
O: -1.473 -0.151 -2.790  -0.969
H: -1.630 -1.109 -2.670  0.511
H: -2.266 0.157 -3.182  0.484
O: 1.319 0.064 -3.307  -0.952
H: 0.478 -0.057 -2.871  0.486
H: 1.573 -0.809 -3.438  0.462
O: -1.161 2.300 -1.853  -0.991
H: -1.038 2.450 -0.903  0.466
H: -1.352 1.358 -1.871  0.469
O: 2.542 -1.167 -1.009  -0.983
H: 2.736 -0.404 -1.499  0.485
H: 1.632 -1.076 -0.688  0.494
O: -3.481 -2.195 -0.662  -0.965
H: -3.072 -1.304 -0.713  0.489
H: -4.144 -2.128 -1.332  0.454
O: -2.110 -0.858 2.356  -0.934
H: -1.241 -0.494 2.555  0.496
H: -2.737 -0.236 2.723  0.457

## Properties
gap between HOMO and LUMO	9.63	eV
DFT total energy	-33280.3845	eV

=====

No. 2
Molecular formula: C2H6N3OS
Method: DFT, ωB97M-V with the def2-TZVPD basis set

Last column: natural (NBO) charge in e.
Atoms and positions in Å:
C: -1.262 0.296 -0.386  0.744
C: 0.657 -1.103 0.214  -0.129
N: -0.716 -0.908 -0.235  -0.563
N: -0.787 1.282 0.510  -0.865
N: 1.425 -0.755 -0.889  -0.343
O: -1.965 0.565 -1.361  -0.547
S: 2.120 0.665 -0.898  0.855
H: 0.811 -0.427 1.097  0.192
H: 0.751 -2.227 0.472  0.280
H: -1.071 -1.598 -0.929  0.449
H: -0.458 0.933 1.476  0.386
H: -1.286 2.127 0.614  0.431
H: 1.782 1.150 0.313  0.110

## Properties
total charge	+1
gap between HOMO and LUMO (spin up / spin down)	6.45 / 6.45	eV
DFT total energy	-19514.6552	eV

=====

What is the DFT total energy in the first record? -33280.3845 eV

=====

What did the first record say?
Molecular formula: H32O16
Method: DFT, ωB97M-V with the def2-TZVPD basis set

Last column: natural (NBO) charge in e.
Atoms and positions in Å:
O: 2.903 0.318 1.416  -0.994
H: 3.434 1.063 1.737  0.480
H: 2.815 0.370 0.455  0.529
O: 0.254 0.213 -0.298  -0.980
H: 0.210 0.491 0.639  0.469
H: -0.655 0.194 -0.567  0.504
O: 1.752 -2.058 1.921  -0.976
H: 2.311 -1.304 1.728  0.501
H: 2.374 -2.711 2.262  0.473
O: 1.272 2.632 1.722  -0.967
H: 1.658 1.796 1.612  0.488
H: 1.947 3.213 1.382  0.476
O: 2.844 1.738 -1.144  -0.959
H: 1.895 1.651 -1.167  0.508
H: 3.049 2.584 -0.747  0.462
O: -2.660 0.195 -0.072  -0.998
H: -2.657 -0.088 0.850  0.496
H: -2.487 1.131 0.037  0.496
O: -1.314 2.665 0.692  -0.981
H: -1.586 3.598 0.565  0.495
H: -0.541 2.700 1.270  0.511
O: -0.035 0.276 3.613  -0.948
H: -0.684 1.021 3.642  0.472
H: 0.766 0.652 3.979  0.492
O: -0.520 -2.588 0.408  -0.996
H: 0.330 -2.611 0.852  0.502
H: -1.143 -3.160 0.864  0.488
O: -0.270 -2.708 -2.491  -0.976
H: 0.576 -3.111 -2.426  0.474
H: -0.414 -2.505 -1.581  0.496
O: -1.473 -0.151 -2.790  -0.969
H: -1.630 -1.109 -2.670  0.511
H: -2.266 0.157 -3.182  0.484
O: 1.319 0.064 -3.307  -0.952
H: 0.478 -0.057 -2.871  0.486
H: 1.573 -0.809 -3.438  0.462
O: -1.161 2.300 -1.853  -0.991
H: -1.038 2.450 -0.903  0.466
H: -1.352 1.358 -1.871  0.469
O: 2.542 -1.167 -1.009  -0.983
H: 2.736 -0.404 -1.499  0.485
H: 1.632 -1.076 -0.688  0.494
O: -3.481 -2.195 -0.662  -0.965
H: -3.072 -1.304 -0.713  0.489
H: -4.144 -2.128 -1.332  0.454
O: -2.110 -0.858 2.356  -0.934
H: -1.241 -0.494 2.555  0.496
H: -2.737 -0.236 2.723  0.457

## Properties
gap between HOMO and LUMO	9.63	eV
DFT total energy	-33280.3845	eV

=====

What is the DFT total energy in the first record? -33280.3845 eV